A single C5H10O molecule in a non-equilibrium geometry, computed with the ωB97M-V functional and the def2-TZVPD basis.

Values from the calculation:
Relative energy (zero: lowest compared OMol25 entry of this formula, charge and spin) (kcal per mole): 105.49
Spin multiplicity: 1
Orbital gap (eV): 7.32
LUMO energy (Ha): 0.024

Each line ends with the Löwdin charge.
Cartesian coordinates (Å):
O1 0.20090 -0.70206 -1.45193  -0.101
C1 -1.05087 -0.17766 0.78227  -0.203
C2 0.40140 0.04338 1.19037  -0.211
C3 1.06494 0.92034 0.09967  -0.273
C4 0.29050 0.84871 -1.18915  -0.162
C5 -1.07276 -0.83607 -0.61090  -0.132
H1 1.01026 1.97730 0.38183  0.107
H2 -1.16674 -1.91723 -0.53312  0.111
H3 1.00963 -1.20695 -1.16325  0.161
H4 0.83314 1.24177 -2.04502  0.048
H5 2.14107 0.65402 0.04513  0.096
H6 -1.56515 -0.83991 1.49528  0.111
H7 0.47803 0.48742 2.19020  0.107
H8 -1.57220 0.78676 0.77496  0.115
H9 0.89499 -0.93866 1.25928  0.104
H10 -1.84075 -0.40312 -1.25460  0.121

Force components x, y, z for each atom (eV/Å):
-0.7 0.3 0.6
0.1 -0.1 -0.2
0.0 0.0 0.0
0.1 0.2 0.1
0.4 0.7 -0.1
0.1 -0.7 -0.1
0.2 -0.1 0.1
-0.2 -0.3 0.1
-1.0 0.2 0.2
0.4 -0.1 -0.1
-0.1 0.0 0.0
0.1 0.0 -0.2
0.0 -0.1 -0.2
0.1 -0.3 -0.2
0.0 0.2 0.0
0.4 -0.2 0.1